19
Properties=species:S:1:pos:R:3:forces:R:3:lowdin_charge:R:1 method="wB97M-V/def2-TZVPD" fmax_ev_per_a=2.5 e_tot_ev=-9369.2559 total_charge=0 spin_multiplicity=1 e_lumo_ev=0.95 relative_energy_ev=1.9379
O 1.418434 -0.882900 0.818302 -1.2 1.0 -0.3 -0.058
N -0.154438 0.837876 -0.956941 1.3 0.3 1.4 -0.078
N -0.553215 -1.023698 -2.490670 -0.5 1.2 0.7 0.010
C -1.081493 0.238879 -1.848163 -0.6 -0.7 -1.3 -0.312
C 0.772932 0.317473 1.341055 -0.5 -1.6 0.5 -0.381
C 0.146324 -0.029039 2.737374 0.7 1.9 -1.4 -0.039
C -0.412331 0.794298 0.488209 -1.0 0.0 -0.7 -0.205
H -1.340926 0.975547 -2.639785 0.1 -0.6 0.3 0.110
H -0.681967 -0.699845 2.528777 -0.1 0.0 0.4 0.076
H 0.785417 0.479872 -1.079620 -0.1 0.2 -0.8 0.096
H -2.024699 -0.037317 -1.337295 0.4 0.5 0.1 0.109
H -1.080287 -1.763117 -2.040901 0.2 -0.4 -0.4 0.055
H 0.959904 -0.946742 -0.030147 0.5 -0.9 -0.2 0.049
H 1.531237 1.098231 1.272377 0.0 0.2 0.7 0.137
H -0.819134 -0.987808 -3.466938 0.1 -0.3 0.0 0.053
H -0.683685 1.783149 0.875106 0.1 0.1 -0.1 0.115
H 0.829644 -0.426901 3.461723 0.5 -0.4 0.1 0.066
H -1.348944 0.201442 0.569330 0.6 -0.1 0.7 0.115
H -0.166546 0.965540 3.097747 -0.5 -0.6 0.3 0.082

35
Properties=species:S:1:pos:R:3:forces:R:3:lowdin_charge:R:1 method="wB97M-V/def2-TZVPD" fmax_ev_per_a=0.5 e_tot_ev=-66240.5125 total_charge=+2 spin_multiplicity=1 e_lumo_ev=-7.09 relative_energy_ev=0.4603
Sc -0.556447 0.074619 0.505237 -0.5 0.1 0.0 0.922
Cl -2.857420 0.701484 3.374956 0.0 0.0 0.0 0.618
Cl -2.138679 2.213680 0.963430 0.1 0.0 0.0 0.632
Si 0.346009 1.279820 -2.014064 -0.1 0.0 0.0 0.388
O 0.743243 0.901395 -0.397458 0.2 0.1 0.0 -0.372
N -0.171095 -1.960597 -0.329296 0.0 -0.1 0.0 -0.028
N 0.074914 -0.691433 2.516758 0.1 0.0 0.0 -0.061
C 1.184104 -2.444192 0.118325 0.0 0.0 0.0 -0.195
C -1.513895 0.778711 -2.056495 0.0 0.0 0.1 -0.173
C 1.351062 0.162040 -3.096012 0.0 0.0 0.0 -0.137
C -2.750533 2.302727 2.670721 -0.1 0.0 0.0 -0.857
C 1.357448 -1.478342 2.503703 0.0 -0.1 0.0 -0.193
C 0.541982 3.087674 -2.271587 0.0 0.0 -0.1 -0.132
C 1.263217 -2.710147 1.614631 0.0 0.1 0.0 -0.166
H -0.856889 -2.695825 -0.156303 0.0 0.0 0.0 0.126
H 1.427234 -3.354221 -0.428182 0.0 0.0 0.0 0.137
H 1.906574 -1.679704 -0.172672 0.0 0.0 0.0 0.121
H -3.737132 2.746357 2.603095 0.0 0.0 0.0 0.057
H -0.646306 -1.280588 2.934677 0.0 0.0 0.0 0.093
H 1.587155 0.647448 -4.045124 0.0 0.0 0.0 0.057
H -1.747764 0.387254 -3.050781 0.1 0.0 0.0 0.069
H -2.185408 1.624226 -1.897128 0.0 0.0 0.0 0.034
H 2.166973 -3.296422 1.786103 0.0 0.0 0.0 0.140
H 2.300090 -0.063816 -2.604527 0.0 0.0 -0.1 0.050
H 1.580375 3.364128 -2.074016 0.0 0.0 0.0 0.059
H -1.905972 -0.045828 -1.421550 0.0 0.0 0.0 0.010
H 2.153614 -0.815348 2.163175 0.0 0.0 0.0 0.133
H 0.434834 -3.350972 1.937051 0.0 0.0 0.0 0.131
H 0.852036 -0.777269 -3.345929 0.0 0.0 0.0 0.040
H 0.314006 3.373697 -3.300422 0.0 0.0 0.0 0.060
H -2.053288 2.922084 3.221499 0.0 0.0 0.0 0.055
H -0.101873 3.671651 -1.612128 0.0 0.0 0.0 0.044
H 1.593177 -1.784388 3.521886 0.0 0.0 0.0 0.135
H 0.174402 0.073731 3.184680 0.0 0.0 0.0 0.104
H -0.129748 -1.883634 -1.346252 -0.1 0.0 0.0 0.098

18
Properties=species:S:1:pos:R:3:forces:R:3:lowdin_charge:R:1 method="wB97M-V/def2-TZVPD" fmax_ev_per_a=1.7 e_tot_ev=-8901.0634 total_charge=0 spin_multiplicity=1 e_lumo_ev=0.85 relative_energy_ev=0.6339
O 1.570591 1.833534 1.001557 0.2 0.2 0.0 0.044
N 0.122355 0.223213 0.426543 0.3 -0.1 -0.5 -0.124
C -0.389707 -0.675104 -0.589648 -0.8 0.2 0.2 -0.235
C 1.291050 1.503722 -1.338491 1.2 -1.2 0.2 -0.002
C -0.617017 0.317937 1.661676 0.0 -0.1 0.3 -0.048
C 1.040834 1.183000 0.119674 -0.5 0.6 0.3 -0.514
C -0.858101 -2.010519 -0.036794 -0.1 0.4 0.1 -0.081
H 1.906001 2.392035 -1.371459 -0.2 0.3 -0.1 0.082
H -1.677346 0.179950 1.462602 -0.2 0.0 -0.1 0.084
H 0.421318 1.526618 -1.975484 -0.4 0.2 0.0 0.076
H -1.275669 -0.199127 -1.029637 0.0 0.0 -0.4 0.124
H -0.323123 -0.470468 2.347653 0.1 0.0 0.3 0.092
H 0.358742 -0.825023 -1.352159 0.1 0.0 -0.2 0.107
H 1.935262 0.696827 -1.720261 -0.1 0.1 -0.2 0.087
H -0.049744 -2.607799 0.368901 0.1 -0.1 0.1 0.081
H -1.602788 -1.809529 0.729030 0.0 -0.3 0.1 0.060
H -0.496192 1.295108 2.124120 0.3 -0.1 -0.1 0.093
H -1.356466 -2.554374 -0.827823 0.0 -0.3 -0.2 0.074

13
Properties=species:S:1:pos:R:3:forces:R:3:lowdin_charge:R:1 method="wB97M-V/def2-TZVPD" fmax_ev_per_a=1.7 e_tot_ev=-30566.0910 total_charge=0 spin_multiplicity=1 e_lumo_ev=0.40 relative_energy_ev=0.8058
Cl -2.471357 -1.413405 0.968945 0.0 -0.1 0.1 0.682
S -0.071295 0.450719 -1.994956 0.1 0.2 0.2 0.885
N 2.384104 0.112070 0.869896 0.9 -0.5 1.3 0.127
N 0.986009 0.961890 -0.741665 1.3 0.3 0.3 -0.308
C 1.252106 0.089564 0.323577 -0.9 0.3 -0.8 -0.541
C -1.499878 0.316419 -0.910246 -0.1 -1.1 0.4 -0.491
C -1.121521 -0.574474 0.286471 -0.3 0.4 -0.9 -0.723
C 0.102872 -0.689146 0.784571 -0.3 -0.4 0.6 -0.096
H -2.310645 -0.189360 -1.503933 0.7 0.7 0.6 0.086
H -1.810818 1.274078 -0.482637 -0.1 0.0 -0.4 0.088
H 2.411003 -0.483096 1.728476 -0.1 0.6 -1.0 0.068
H 0.282876 -1.318774 1.651178 -0.1 0.0 -0.2 0.111
H 1.866545 1.463515 -0.979676 -1.2 -0.4 -0.2 0.110

7
Properties=species:S:1:pos:R:3:forces:R:3:lowdin_charge:R:1 method="wB97M-V/def2-TZVPD" fmax_ev_per_a=4.9 e_tot_ev=-19172.1563 total_charge=0 spin_multiplicity=1 e_lumo_ev=-0.30 relative_energy_ev=4.2636
Cl 0.517914 -1.875581 -0.213633 0.3 0.8 -0.3 0.563
O -1.803213 -0.378276 -0.015892 0.1 1.2 0.0 -0.003
O -1.284304 1.705910 -0.285354 -0.3 2.0 -0.1 0.104
N -1.074971 0.576458 -0.110373 2.6 -4.1 0.2 -0.355
C 0.818689 -0.162205 0.033381 -0.1 -0.3 2.1 -0.418
H 1.695350 0.219271 -0.548703 -1.5 0.0 -0.2 0.051
H 1.130536 -0.085577 1.140576 -1.1 0.4 -1.7 0.058

11
Properties=species:S:1:pos:R:3:forces:R:3:lowdin_charge:R:1 method="wB97M-V/def2-TZVPD" fmax_ev_per_a=8.4 e_tot_ev=-6630.6446 total_charge=+1 spin_multiplicity=1 e_lumo_ev=-4.96 relative_energy_ev=4.4421
N -0.463365 1.264223 0.811680 0.1 0.0 1.3 0.295
N -2.042214 -0.078554 -0.739479 4.5 -1.8 2.3 0.197
N 0.329214 -0.093649 0.273631 0.7 -0.2 1.3 0.104
C -0.861014 0.334623 0.028732 -7.2 -2.4 -3.7 -0.398
C 1.480458 0.021579 -0.573468 -0.3 -0.5 -1.6 -0.010
H 2.333179 0.045456 0.084342 0.4 0.3 -0.1 0.095
H -2.099719 -1.182209 -0.819840 0.1 3.2 0.0 0.186
H 1.266204 0.955073 -1.154744 1.1 -0.9 -0.1 0.118
H -0.378625 2.220278 0.512395 0.6 0.7 -0.5 0.153
H -2.914198 0.422927 -0.605945 0.2 0.0 0.2 0.112
H 1.560269 -0.949735 -1.197606 -0.3 1.7 0.8 0.150

32
Properties=species:S:1:pos:R:3:forces:R:3:lowdin_charge:R:1 method="wB97M-V/def2-TZVPD" fmax_ev_per_a=1.7 e_tot_ev=-34859.4942 total_charge=-1 spin_multiplicity=1 e_lumo_ev=3.19 relative_energy_ev=0.3679
S 0.417265 1.324739 -0.720541 -0.2 0.9 -0.4 0.747
P -0.065158 -2.150502 0.094246 0.2 -1.1 -0.6 0.381
O -1.505254 -1.589789 -0.760156 0.1 0.3 0.2 -0.392
O 1.563036 3.322928 -3.368713 0.1 -0.1 -0.1 -0.112
O -0.107808 -0.613602 1.004493 0.1 0.3 0.1 -0.431
O -2.738120 -0.256115 3.327356 0.0 0.0 0.1 -0.089
C 2.764874 2.739363 -3.848193 -0.2 -0.1 0.1 -0.338
C -1.901520 -0.276629 -0.434098 0.1 -1.3 -0.9 -0.315
C 2.496307 1.554869 -4.759979 0.0 0.0 0.0 -0.095
C -0.786864 0.387631 0.333868 0.9 -1.0 1.1 -0.746
C -2.189154 -1.242573 4.192750 0.1 0.0 -0.2 -0.327
C -0.816278 -0.842466 4.700197 0.0 0.1 0.0 -0.093
H -2.802177 -0.384725 0.169331 -0.3 0.6 0.2 0.106
H -0.410232 -1.599071 5.375001 0.0 0.0 0.0 0.067
H 3.427990 1.126551 -5.135520 0.0 0.0 0.0 0.068
H -0.126880 -0.719301 3.862332 0.0 -0.1 0.0 0.067
H 3.297542 3.524376 -4.385941 0.0 0.0 0.0 0.104
H -0.837512 -2.721115 1.181632 -0.2 0.1 -0.1 -0.036
H 1.091571 2.633040 -2.880681 -0.1 0.1 0.1 -0.009
H -2.112711 -0.169053 2.598027 0.0 -0.1 -0.1 0.043
H -2.072736 0.245562 -1.371296 -0.5 0.4 -0.1 0.095
H 3.385342 2.429323 -2.998783 0.1 0.0 -0.1 0.107
H -0.870855 0.109780 5.231362 0.0 0.0 0.0 0.069
H -2.129342 -2.198582 3.662165 0.0 0.0 0.1 0.103
H 1.158498 -2.579546 0.755133 -0.1 0.2 0.1 -0.064
H 1.480434 0.569243 -0.476645 0.0 -0.3 0.2 -0.140
H -0.116145 -3.388695 -0.665357 -0.1 0.1 0.2 -0.058
H 1.884110 1.862979 -5.608547 0.0 0.0 0.0 0.071
H 0.710869 -1.572451 -0.979483 0.1 0.3 0.2 -0.042
H 1.949966 0.776193 -4.224348 0.0 0.0 0.0 0.074
H -1.147562 1.051562 1.110334 -0.2 0.7 -0.2 0.085
H -2.891508 -1.353934 5.020052 -0.1 0.0 0.0 0.102

75
Properties=species:S:1:pos:R:3:forces:R:3:lowdin_charge:R:1 method="wB97M-V/def2-TZVPD" fmax_ev_per_a=1.7 e_tot_ev=-62499.6179 total_charge=-2 spin_multiplicity=1 e_lumo_ev=3.98 relative_energy_ev=0.3798
Rb 0.427936 -0.283480 1.131651 -0.4 -0.4 -0.9 1.200
S -0.510352 -0.248222 -2.343888 0.7 0.1 0.5 1.027
O -1.298246 0.620564 5.238163 0.1 0.0 0.1 -0.034
O -1.022686 0.053335 3.077898 -0.5 0.5 1.3 -0.251
O 2.769210 -0.222418 2.207035 0.5 0.1 0.8 -0.210
O -3.473157 0.641511 -1.972183 -0.1 -0.3 0.0 -0.084
O 1.130785 2.369412 1.811384 0.0 0.1 0.4 -0.146
O -1.859620 0.546197 -0.402572 -0.1 -0.2 0.0 -0.181
O 0.569783 -0.631114 -1.363579 -0.4 0.0 -1.6 -0.673
O 1.810359 -0.989800 4.090796 0.1 0.2 -0.1 -0.009
N -3.725625 0.407067 1.552460 -0.1 0.1 0.0 0.020
N -4.025324 0.216494 0.188161 0.0 -0.3 -0.1 -0.053
C 1.873132 1.375833 3.763767 -0.1 0.0 0.0 -0.119
C 2.203413 3.830539 3.269502 0.0 0.1 0.0 -0.108
C 0.259728 -0.610034 -3.954215 -0.1 -0.1 0.0 -0.351
C -1.574069 -3.261719 0.476855 0.1 -0.1 0.0 -0.015
C 2.271424 2.399891 2.698099 -0.4 0.0 0.1 -0.277
C 0.712500 2.165500 -1.887455 -0.1 0.1 -0.1 -0.050
C 2.168442 -0.084729 3.318699 0.5 -0.2 0.0 -0.744
C 0.037600 4.244256 -2.903679 0.0 -0.1 0.0 -0.107
C -0.592438 -3.486290 -0.482429 0.0 -0.1 0.1 -0.283
C -3.057672 0.465987 -0.800372 0.2 0.8 -0.1 -0.762
C 2.172117 -1.174199 -5.275638 0.0 0.0 0.0 -0.089
C -1.204745 2.230533 -3.364010 0.0 0.0 0.0 -0.075
C 0.367860 1.780494 4.002051 0.2 0.0 -0.1 -0.104
C 1.620412 -0.848774 -4.042737 0.0 0.0 -0.1 -0.062
C -0.941690 -3.623760 -1.941136 0.0 0.0 0.0 -0.053
C -2.308429 -2.912912 2.876249 0.0 0.0 0.0 -0.045
C 0.148041 2.753895 2.805032 0.3 -0.2 0.1 -0.253
C -0.558284 -0.725151 -5.068982 0.0 0.0 -0.1 -0.083
C 0.077870 -3.307000 2.215685 0.0 0.0 0.0 -0.044
C 0.733902 -3.602336 -0.069873 0.0 0.0 0.1 -0.042
C 0.680760 4.130136 3.203882 0.1 0.0 0.0 -0.119
C 0.889093 3.533342 -2.069339 0.0 0.0 0.0 -0.075
C 2.530947 -3.551397 1.704223 0.0 -0.1 0.0 -0.044
C -1.013411 3.591536 -3.543133 0.0 0.0 0.0 -0.089
C -1.254807 -3.182126 1.834127 0.0 0.0 0.0 -0.274
C 1.366117 -1.270797 -6.405782 0.0 0.0 0.1 -0.112
C -0.732888 0.690448 4.135656 -0.3 -0.1 -0.4 -0.659
C -0.002349 -1.048808 -6.300525 0.0 0.0 0.1 -0.098
C 1.087706 -3.507158 1.272451 0.0 0.0 0.0 -0.289
C -0.319853 1.532050 -2.557253 -0.1 0.0 0.0 -0.332
H 0.292561 2.349828 4.927928 0.1 0.0 0.0 0.129
H -0.636990 -1.138242 -7.174352 0.0 0.0 0.0 0.093
H 2.656841 -4.197015 2.576726 0.0 0.0 0.0 0.078
H -0.847616 -4.664323 -2.268168 0.0 0.0 0.0 0.075
H -0.845622 2.725489 2.367507 0.0 0.0 -0.1 0.154
H 2.597273 3.869706 4.287848 0.0 0.0 0.0 0.105
H 2.875532 -2.553058 1.991122 -0.1 0.0 0.0 0.060
H -3.076133 1.185239 1.636602 0.0 0.0 0.0 0.060
H 3.172189 2.138245 2.155246 0.0 0.0 -0.1 0.144
H -2.053969 1.718321 -3.798881 0.0 0.0 0.0 0.102
H -1.701812 4.151483 -4.165341 0.0 0.0 0.0 0.093
H 1.801959 -1.530426 -7.363010 0.0 0.0 0.0 0.088
H -1.964035 -3.297380 -2.140095 0.0 0.0 0.0 0.080
H -4.946971 0.524158 -0.076710 0.1 0.0 0.1 0.096
H -2.146584 -1.930621 3.331805 0.1 0.0 0.0 0.065
H 0.349373 -3.177730 3.258707 0.0 0.0 0.0 0.127
H 3.161869 -3.925968 0.893283 0.0 0.0 0.0 0.068
H 1.512057 -3.737753 -0.816334 0.0 0.0 0.0 0.117
H 2.776480 4.528098 2.655806 0.0 0.0 0.0 0.097
H -3.307926 -2.938911 2.436376 0.0 0.0 0.0 0.073
H -2.261344 -3.658693 3.674164 0.0 0.0 0.0 0.075
H -2.605666 -3.132779 0.162134 0.0 0.0 0.0 0.117
H 2.221006 -0.788318 -3.142019 0.0 0.0 0.0 0.113
H 0.173658 5.311013 -3.037515 0.0 0.0 0.0 0.088
H -1.627983 -0.567721 -4.969951 0.0 0.0 0.0 0.113
H 0.456742 4.860996 2.424520 0.0 0.0 0.0 0.103
H 1.682325 4.042777 -1.535749 0.0 0.0 0.0 0.100
H 2.453586 1.513710 4.680024 -0.1 0.0 0.1 0.144
H -0.265373 -3.034735 -2.564726 0.0 0.0 0.0 0.052
H 3.236708 -1.359247 -5.354293 0.0 0.0 0.0 0.095
H 1.345895 1.602523 -1.214031 0.0 0.0 -0.1 0.106
H -3.176301 -0.376706 1.887400 0.0 0.0 0.0 0.036
H 0.264779 4.481241 4.148932 0.0 0.0 0.0 0.105